Model P:
Entry from OMol25: a molecular structure, C4H7NO2 (wB97M-V/def2-TZVPD).

HOMO energy   -8.6 eV
Gap between HOMO and LUMO   0.323 hartree
Net charge   0

```
14
C4H7NO2 | OMol25 | wB97M-V/def2-TZVPD
H 2.438 -0.532 -0.794
H -1.726 -1.634 0.091
O -0.103 -2.209 0.197
H -3.098 -0.583 0.282
O 1.850 -1.381 -0.125
C 0.570 -1.202 -0.034
C 1.118 1.318 0.134
H 1.088 1.395 1.513
H -1.655 1.455 -0.090
N -2.112 -0.639 -0.208
C -1.234 0.426 -0.064
H 0.510 2.163 -0.252
C 0.069 0.128 -0.219
H 2.284 1.295 -0.432
```

---

Model Q:
Entry from OMol25: 2 unconnected molecules or ions with the total composition C4H7NO2 (wB97M-V/def2-TZVPD).

HOMO energy   -8.5 eV
Gap between HOMO and LUMO   0.318 hartree
Net charge   0

```
14
C4H7NO2 | OMol25 | wB97M-V/def2-TZVPD
O 1.188 0.830 1.241
H -1.265 1.112 -1.828
H 1.906 -0.346 -1.638
H 0.764 1.449 -0.672
C -0.987 -0.917 0.969
C -0.915 -0.060 -0.116
C 1.028 0.602 -0.037
H -2.766 0.509 -0.949
H 0.441 0.236 1.845
C -1.681 0.527 -1.011
H 2.192 -1.065 -0.070
O -0.490 -0.648 2.108
N 1.903 -0.278 -0.632
H -1.318 -1.952 0.791
```

---

Model R:
Entry from OMol25: 3 unconnected molecules or ions with the total composition C4H7NO2 (wB97M-V/def2-TZVPD).

HOMO energy   -8.9 eV
Gap between HOMO and LUMO   0.360 hartree
Net charge   0

```
14
C4H7NO2 | OMol25 | wB97M-V/def2-TZVPD
C 1.265 0.999 0.315
H -2.880 0.064 -1.574
C 1.246 2.321 0.169
H 0.927 0.517 1.233
O 0.160 -3.469 0.747
C 0.780 -2.567 0.450
H -2.999 -1.495 -0.567
N -1.109 -0.809 -0.874
H -0.624 -0.036 -1.337
O 1.696 0.160 -0.663
H 0.906 2.954 0.980
H 1.587 2.787 -0.750
C -2.364 -0.729 -1.019
H 1.520 -0.752 -0.383
```

---

Model S:
Entry from OMol25: 2 unconnected molecules or ions with the total composition C4H7NO2 (wB97M-V/def2-TZVPD).

HOMO energy (spin up / spin down)   -7.7 / -7.6 eV
Gap between HOMO and LUMO (spin up / spin down)   0.305 / 0.297 hartree
Net charge   0

```
14
C4H7NO2 | OMol25 | wB97M-V/def2-TZVPD
H 1.364 0.788 -0.850
C 0.833 -0.909 1.247
O 0.043 -1.105 2.103
H 2.142 -0.635 -1.589
C -1.055 1.345 0.210
C -2.099 -0.692 -0.316
H -2.168 -1.017 0.717
H -2.408 -1.270 -1.173
N 1.709 -0.835 0.431
C 2.088 -0.016 -0.689
H 3.079 0.409 -0.508
H -0.801 2.277 -0.273
O -1.568 0.451 -0.592
H -1.158 1.209 1.281
```

---

Most stable of them? model R.

---

Model P:
Entry from OMol25: 2 unconnected molecules or ions with the total composition C4H12 (wB97M-V/def2-TZVPD).

HOMO energy   -11.8 eV
SMILES   CC.CC
Gap between HOMO and LUMO   0.475 hartree
Net charge   0

```
16
C4H12 | OMol25 | wB97M-V/def2-TZVPD
H -2.720 -1.526 -1.712
H -0.403 -2.778 -1.065
H -1.384 -1.549 -2.856
H 1.112 1.539 -0.209
H 0.633 1.062 2.722
C -0.761 -1.785 -0.824
C 1.342 0.974 1.906
C 1.120 1.992 0.770
H -1.688 -0.120 -1.897
H 0.150 -1.196 -0.672
H 1.277 -0.058 1.549
H -1.209 -1.900 0.167
H 0.181 2.544 0.905
C -1.693 -1.209 -1.877
H 2.376 1.097 2.233
H 1.854 2.802 0.820
```

---

Model Q:
Entry from OMol25: 2 unconnected molecules or ions with the total composition C4H12 (wB97M-V/def2-TZVPD).

HOMO energy   -10.9 eV
SMILES   CC.CC
Gap between HOMO and LUMO   0.441 hartree
Net charge   0

```
16
C4H12 | OMol25 | wB97M-V/def2-TZVPD
H 0.294 3.227 -1.158
H 0.186 -3.394 0.510
H -0.999 0.528 -0.569
H 0.414 0.695 -1.575
H 0.247 -0.299 1.151
H -0.897 2.560 -2.180
C 0.448 -2.343 0.420
H 1.333 -2.327 -0.217
H -1.377 2.916 -0.512
C 0.232 -1.349 1.548
H -0.336 -2.042 -0.258
H 0.540 1.184 0.138
H -0.662 -1.642 2.098
C -0.562 2.563 -1.145
C -0.109 1.123 -0.733
H 1.158 -1.228 2.103
```

---

Model R:
Entry from OMol25: 2 unconnected molecules or ions with the total composition C4H12 (wB97M-V/def2-TZVPD).

HOMO energy   -11.1 eV
SMILES   CC.CC
Gap between HOMO and LUMO   0.450 hartree
Net charge   0

```
16
C4H12 | OMol25 | wB97M-V/def2-TZVPD
H 1.049 0.190 1.463
H -1.903 0.091 -1.845
H -2.638 0.918 -0.400
C 1.427 0.115 0.525
C 2.688 0.874 0.309
C -1.937 0.140 -0.784
H -0.976 0.584 -0.324
H 0.670 0.398 -0.089
H -3.164 -1.530 -0.484
H 2.546 1.925 0.553
H -1.452 -2.109 -0.323
H -2.123 -1.033 0.899
H 3.451 0.652 0.993
H 1.367 -0.920 0.430
C -2.147 -1.272 -0.215
H 3.143 0.974 -0.708
```

---

Model S:
Entry from OMol25: 2 unconnected molecules or ions with the total composition C4H12 (wB97M-V/def2-TZVPD).

HOMO energy   -11.3 eV
SMILES   CC.CC
Gap between HOMO and LUMO   0.459 hartree
Net charge   0

```
16
C4H12 | OMol25 | wB97M-V/def2-TZVPD
H -0.026 -2.894 0.867
H -1.266 2.175 -2.493
H 0.827 -1.347 2.820
H 0.874 2.295 -1.320
H -0.683 -1.016 2.029
H -1.948 0.889 -1.504
H 0.646 -0.105 1.444
H 0.766 -1.793 -0.314
H -1.769 2.514 -0.833
C 0.404 -1.104 1.860
H 0.506 0.541 -1.623
H 1.678 -2.572 1.029
C 0.720 -2.097 0.747
C -1.276 1.806 -1.482
C 0.166 1.462 -1.142
H 0.382 1.247 -0.084
```

---

Most stable of them? model P.

---

Model P:
Entry from OMol25: 2 unconnected molecules or ions with the total composition C4H12 (wB97M-V/def2-TZVPD).

HOMO energy   -11.5 eV
SMILES   CC.CC
Gap between HOMO and LUMO   0.464 hartree
Net charge   0

```
16
C4H12 | OMol25 | wB97M-V/def2-TZVPD
C -1.021 0.959 -2.420
C 1.175 -1.517 1.922
C 0.219 1.571 -1.760
C -0.295 -0.983 2.280
H -0.428 0.155 2.614
H 2.032 -1.045 2.411
H -1.520 1.802 -2.910
H -1.707 0.488 -1.757
H -1.025 -0.941 1.366
H 1.081 -2.544 2.139
H 0.502 2.577 -2.047
H 1.060 0.946 -1.781
H 1.351 -1.637 0.783
H 0.108 1.557 -0.633
H -0.743 0.260 -3.237
H -0.790 -1.648 3.030
```

---

Model Q:
Entry from OMol25: 2 unconnected molecules or ions with the total composition C4H12 (wB97M-V/def2-TZVPD).

HOMO energy   -11.4 eV
SMILES   CC.CC
Gap between HOMO and LUMO   0.463 hartree
Net charge   0

```
16
C4H12 | OMol25 | wB97M-V/def2-TZVPD
C -2.501 0.040 -0.349
H -1.680 2.029 -0.447
C 1.585 -0.441 1.249
H -2.017 -0.484 0.477
C 2.374 -0.627 -0.044
H 3.294 -0.054 -0.012
H 2.177 0.177 1.924
C -1.480 1.026 -0.848
H 1.822 -0.483 -0.964
H -1.456 1.169 -1.925
H 2.775 -1.649 -0.096
H -0.458 0.759 -0.559
H 0.672 0.165 1.169
H -3.489 0.460 -0.089
H 1.315 -1.429 1.613
H -2.909 -0.726 -1.046
```

---

Model R:
Entry from OMol25: 2 unconnected molecules or ions with the total composition C4H12 (wB97M-V/def2-TZVPD).

HOMO energy   -11.0 eV
SMILES   CC.CC
Gap between HOMO and LUMO   0.445 hartree
Net charge   0

```
16
C4H12 | OMol25 | wB97M-V/def2-TZVPD
H -1.128 -0.429 0.919
H -3.656 -0.561 0.917
H 1.013 0.582 0.898
H 3.251 1.376 0.819
H 1.837 -1.078 0.726
H -3.350 -1.388 -0.620
H -1.380 0.854 -0.150
C 3.044 0.671 -0.109
H 3.877 0.024 -0.294
C -1.677 -0.228 -0.056
H -1.112 -0.716 -0.745
H 1.249 -0.229 -0.664
C 1.650 -0.089 0.327
H -3.581 0.311 -0.838
C -3.154 -0.463 -0.212
H 3.117 1.366 -0.917
```

---

Model S:
Entry from OMol25: 2 unconnected molecules or ions with the total composition C4H12 (wB97M-V/def2-TZVPD).

HOMO energy   -11.6 eV
SMILES   CC.CC
Gap between HOMO and LUMO   0.469 hartree
Net charge   0

```
16
C4H12 | OMol25 | wB97M-V/def2-TZVPD
H 3.312 1.747 -1.508
H 2.378 -0.498 -0.665
H 2.805 1.897 0.167
H 1.161 0.146 -1.752
H 1.021 0.277 -0.009
C 2.455 1.682 -0.846
H -3.067 -0.683 -0.353
H -0.712 -0.206 0.815
H -3.232 -0.118 1.374
H -1.179 -1.512 1.896
H 1.776 2.514 -1.030
C -2.817 -0.853 0.691
H -0.983 -1.868 0.208
H -3.320 -1.788 0.954
C 1.717 0.361 -0.841
C -1.316 -1.098 0.899
```

---

Most stable of them? model S.